Formula: C50H55ClN4O2Re
Source: the OMol25 dataset
Level of theory: the ωB97M-V functional and the def2-TZVPD basis

Geometry as ORCA input:
```
! wB97M-V def2-TZVPD RIJCOSX def2/J DEFGRID3
* xyz 0 4
H -1.2375 4.6246 3.2759
H -4.9663 -5.0047 0.9276
H 3.7459 4.0350 5.1828
H -4.3550 0.7195 4.1782
H 5.8219 0.5964 1.2368
C 4.6484 -2.4144 -2.1367
H -1.3487 -5.7680 -0.0168
N -0.9937 0.8485 1.8404
C -3.8371 4.6307 -2.1127
H 6.9536 2.5886 0.2323
C 1.5852 -4.2295 -3.9776
H 2.1099 -3.4401 -4.5184
H -4.1838 2.4438 4.4262
H -0.3077 3.3801 5.2960
H 1.6754 -5.2399 -2.0726
H 4.5754 -0.2900 -0.3385
C -5.1924 1.9210 2.5852
Re 0.0811 -0.1727 0.3793
H 1.8838 2.9221 -2.2899
H 2.8003 4.3547 2.8931
C -2.3919 4.3690 -0.2149
C -3.2805 0.9134 -1.4929
C -0.6647 2.0537 2.3933
C 0.6245 2.5335 2.4547
H 5.8370 1.9341 2.3604
C 3.1025 2.3500 2.2222
H 4.4771 3.8689 2.7855
H 5.4808 3.5453 0.4517
H 5.5506 -2.7544 -0.1868
C -0.9823 1.1872 -2.6294
C 2.7542 -1.2665 -0.7567
H -2.3705 -4.4913 -1.9786
H 4.1948 2.3708 4.7743
C 2.2234 -4.4563 -2.6003
C 3.4836 3.5221 3.0758
H -4.5256 2.8123 -3.0224
C 2.2306 -3.2027 -1.7839
C -1.9397 0.2299 -1.9565
H -5.1992 1.1143 1.8486
C 1.1199 -2.7083 -1.0041
C 3.9262 1.5116 1.5402
C 3.2435 -2.3052 -1.6307
C 5.5464 -3.2106 -1.1789
C -0.9040 -3.0826 0.3661
C -2.7412 -0.7710 2.2731
H -4.9747 2.8492 2.0519
H 6.5741 -3.2525 -1.5434
H -2.9244 -5.8510 0.7127
C 0.0157 -3.4381 -0.6057
N -0.9304 -1.9087 1.0708
C -1.3184 3.7929 5.2713
H -1.3007 4.7738 5.7504
C 0.9782 2.5692 -2.7693
C -1.8322 3.8940 3.8280
C 0.6294 2.9989 -4.0331
C 5.8646 2.5369 0.2871
H -4.0866 0.6140 -2.1655
C -2.9565 -5.1309 -1.3156
O 0.6036 1.3740 -0.8018
O -1.4416 -0.5017 -0.8690
H -6.1901 1.9990 3.0211
H -3.4779 0.4601 -0.5182
C 3.0850 0.5199 0.9160
H -1.9497 2.3484 0.3543
C -1.3253 1.6214 -3.9081
H -2.9856 6.2728 -1.0201
C -2.2133 0.5036 2.3422
H 5.0659 -1.4171 -2.2875
H -5.7966 -4.7736 2.4627
H -2.2111 -0.4874 -2.7380
H 3.2450 -4.8212 -2.7235
H -3.7114 -0.9182 2.7283
Cl -1.0267 3.0505 -6.1918
C -2.0629 -3.8931 0.6906
H -2.2318 1.2442 -4.3731
C -3.0673 5.1958 -1.1058
C 0.1820 1.6745 -2.0402
H 5.1786 -4.2325 -1.0699
H -1.9586 3.1343 5.8615
C -4.1839 -3.3825 2.1541
N 1.4335 -1.4824 -0.4904
C -2.1452 -1.8820 1.6964
C 3.4804 3.1708 4.5706
H -3.9512 -4.6875 -1.2333
H -3.0557 -6.1137 -1.7810
C 5.4164 1.5946 1.4113
N 1.7831 0.7035 1.2968
H 0.7750 3.4901 2.9405
H 1.2537 3.6952 -4.5788
H -4.8717 -2.6318 1.7543
H 5.4883 2.1948 -0.6792
C -0.5414 2.5187 -4.6004
H 1.6174 -5.1402 -4.5784
C -4.1354 1.6607 3.6680
H 4.6412 -2.8968 -3.1159
H -4.1010 -3.1720 3.2240
H 2.4940 2.8190 4.8804
C 1.7620 1.8598 2.0306
C -4.8186 -4.7594 1.9802
H -1.7852 4.8028 0.5728
C -1.8000 2.5783 3.1156
C -2.4863 2.9907 -0.3358
H -2.8565 4.2714 3.8333
H -4.2124 -5.5416 2.4396
C -2.3005 -5.2401 0.0678
C -3.2525 2.4108 -1.3463
H -4.3641 5.2662 -2.8149
H -0.1156 -4.4094 -1.0653
C -2.8347 -3.1468 1.5268
H 0.5427 -3.9220 -3.8732
C -3.9253 3.2476 -2.2300
C 3.5227 -0.3341 -0.0878
C -2.7592 1.6140 3.0871
*
```

## Properties
Relative energy (zero: lowest compared OMol25 entry of this formula, charge and spin) = 0.0 kJ/mol
<S²> = 3.77
Total energy = -2846.38711 Eh
HOMO (alpha / beta) = -6.69 / -6.80 eV
Lowest unoccupied orbital energy (alpha / beta) = -1.1 / -1.2 eV
Kohn-Sham gap (alpha / beta) = 5.62 / 5.61 eV

Formula: C50H56AuN5O2P2SSi2
Source: the OMol25 dataset
Level of theory: the ωB97M-V functional and the def2-TZVPD basis

Geometry as ORCA input:
```
! wB97M-V def2-TZVPD RIJCOSX def2/J DEFGRID3
* xyz 0 3
H 0.9904 -4.5463 2.1973
C -0.0474 5.7738 3.0755
H -2.0821 -3.1797 -2.0177
C -1.1254 -4.7473 -5.4130
H 3.2171 -5.0652 3.1237
H -4.1428 -4.7599 0.8243
H -0.8660 -5.1731 -6.3734
H 0.4875 6.6395 2.6725
C 1.0076 -0.4588 -6.2613
C 2.6233 -3.7024 -3.3619
C 4.2044 -3.4931 2.0511
C 1.7772 4.2486 3.0231
C 4.3070 3.3308 3.7922
C -0.8494 4.3267 -1.8478
C -0.2725 1.9660 -4.7643
C 3.8746 4.5943 4.1620
N -0.4995 -1.1328 1.2116
Au -0.5754 0.1577 -1.1851
H -0.8240 -7.1038 -0.5359
H -1.0633 5.7585 2.6881
H 2.6357 -0.3205 -3.2135
H 5.2783 2.9699 4.1015
O -1.3129 2.1310 -1.2341
C 2.1405 -2.4015 -3.2519
C -2.0197 -0.3948 -5.6947
H -2.1469 -1.4805 -5.7032
C 4.3779 -1.5494 -3.5282
N 1.3704 2.0944 1.9221
H 5.0611 -0.7130 -3.6006
C 0.3858 -1.6070 -1.1830
H 0.6982 -1.3661 -6.7864
H 0.3086 -2.7179 4.2094
Si -0.3250 0.1036 -5.0337
H 0.6271 -5.0952 -0.4455
C -4.5229 5.0429 4.0047
H 2.2013 4.4415 0.5268
H -3.2149 3.2653 6.5432
C -0.4161 -5.0349 -0.1566
C 0.5613 2.2836 0.8945
C 0.4722 3.2944 -0.0676
C 1.3355 4.4217 -0.1220
C 1.1095 5.4511 -0.9813
H -2.8070 0.0287 -5.0674
C 2.6198 5.0511 3.7842
C 2.8096 -2.1430 0.6432
H 3.7826 1.5313 2.7375
C -2.6720 -4.5265 -3.5814
H 1.0737 0.1750 3.5059
H 5.1810 -3.7270 2.4552
C 3.9765 -3.9214 -3.5699
C -2.5636 -6.0582 0.1650
H 1.9465 -0.6719 -5.7508
N -2.7160 3.0772 4.5722
H 4.3507 -4.9321 -3.6698
H -1.6986 4.2720 -2.5165
H -0.3488 1.2669 3.4257
H -0.1128 0.2038 4.8131
H -2.6778 -2.7501 0.9164
C -1.2288 -6.1554 -0.2070
C -0.9390 -3.8187 0.2790
H -4.9629 5.0352 6.1317
H -3.1332 -0.0840 2.0250
H 2.2930 6.0291 4.1086
H 0.6578 2.2769 -4.2839
C 0.0039 0.2760 3.7284
H -3.6143 -4.7806 -3.1137
H -2.1676 -0.0290 -6.7133
H -1.0922 2.2645 -4.1065
C -2.3277 -5.0840 -4.8044
H -0.2354 6.2562 -2.4685
C 3.1013 -4.2484 2.4231
H 0.6727 -3.5810 -5.2717
H -0.1217 1.4546 0.7655
C -0.5956 3.1765 -1.0445
C 4.8519 -2.8483 -3.6561
H -5.2011 6.5670 2.6806
C 1.8498 -3.9590 1.9003
C -0.5964 -3.3106 -3.5596
H -5.5752 6.8807 4.3966
H 1.2031 0.3078 -7.0132
C 3.0275 -1.3258 -3.3185
H 5.9076 -3.0242 -3.8169
H 1.7861 6.2941 -1.0251
H -0.0773 5.8344 4.1665
N -0.0371 -0.5598 -3.4584
H 2.6762 -1.3217 -0.0541
H -0.3702 2.5143 -5.7043
C -0.2592 -3.8606 -4.7953
O 0.5355 4.5607 2.6460
C -1.8123 -3.6338 -2.9624
H 1.9408 -4.5406 -3.2860
H 4.9181 -1.8433 0.8749
C 4.0594 -2.4367 1.1629
C -3.4272 3.6326 5.5416
C -5.5027 6.1153 3.6229
C -0.0280 5.4124 -1.8216
S -2.1061 2.7670 2.0133
C 1.6990 -2.9114 0.9967
C -3.0970 -4.8378 0.5571
H 4.5139 5.2337 4.7567
H -3.0023 -5.7755 -5.2922
H -3.0475 0.0284 3.7746
C 2.2278 2.9817 2.6216
H -3.4885 -1.5124 3.0195
P 0.4162 -1.9713 -2.8791
Si -1.0168 -1.0647 2.8737
C -2.2867 -3.7146 0.6094
H -0.9244 -3.5596 3.2652
C -2.9472 3.5092 3.3075
P 0.0894 -2.3303 0.3738
H -1.3759 -2.7036 4.7356
H -6.4923 5.6744 3.4836
C 3.4724 2.5281 3.0302
H -3.1902 -6.9410 0.1570
C -2.8483 -0.6283 2.9249
C -0.7255 -2.6656 3.8599
N -3.8114 4.5121 3.0212
H 1.2517 1.1972 2.3741
C -4.3798 4.6134 5.3240
*
```

## Properties
Relative energy (zero: lowest compared OMol25 entry of this formula, charge and spin) = 220.7 kJ/mol
<S²> = 2.01
Total energy = -4158.72474 Eh
HOMO (alpha / beta) = -5.71 / -5.71 eV
Lowest unoccupied orbital energy (alpha / beta) = -0.1 / -2.3 eV
Kohn-Sham gap (alpha / beta) = 5.66 / 3.37 eV